[1]
The following is a DFT calculation (ωB97M-V with the def2-TZVPD basis set) of a single C22H28N4O4 molecule.

Element x y z (Å)
O1 -0.548 3.201 -1.928
O2 2.427 0.198 4.239
O3 1.389 -3.484 1.301
O4 -1.634 -0.156 0.658
N1 -2.136 2.301 -0.586
N2 1.253 -0.045 3.606
N3 0.179 0.296 -0.587
N4 0.341 -1.705 2.250
C1 2.420 0.153 -3.519
C2 -5.484 2.461 -0.205
C3 -4.989 1.178 -0.870
C4 3.363 -0.763 -3.088
C5 -0.877 2.490 -0.999
C6 1.250 -0.074 -1.447
C7 1.385 -1.199 2.992
C8 2.679 -1.742 3.210
C9 3.283 -0.812 4.005
C10 -0.774 -0.537 -0.134
C11 4.300 -2.303 -1.328
C12 -4.290 3.428 -0.264
C13 -0.780 -1.971 -0.630
C14 0.148 1.695 -0.169
C15 0.413 -2.775 1.404
C16 -4.067 1.698 -1.968
C17 -0.837 -2.943 0.561
C18 4.635 -0.747 4.609
C19 1.357 0.504 -2.705
C20 -3.293 2.829 -1.275
C21 3.274 -1.332 -1.823
C22 2.215 -0.967 -1.003
H1 0.626 1.227 -3.031
H2 3.860 -2.990 -0.610
H3 -2.914 3.568 -1.985
H4 2.508 0.598 -4.498
H5 -0.875 -3.968 0.193
H6 -3.808 3.518 0.709
H7 5.109 -1.766 -0.832
H8 -2.305 1.599 0.128
H9 -1.727 -2.733 1.156
H10 0.082 -2.188 -1.258
H11 3.062 -2.664 2.833
H12 -3.396 0.937 -2.364
H13 -0.115 1.737 0.892
H14 4.183 -1.036 -3.737
H15 4.728 -2.870 -2.152
H16 2.144 -1.388 -0.012
H17 4.557 -0.712 5.695
H18 -6.321 2.866 -0.775
H19 5.149 0.154 4.282
H20 1.139 2.121 -0.327
H21 -1.688 -2.099 -1.226
H22 -4.655 2.107 -2.790
H23 5.210 -1.620 4.317
H24 -0.497 -1.135 2.260
H25 -5.804 0.570 -1.259
H26 -4.419 0.576 -0.160
H27 -4.604 4.424 -0.571
H28 -5.823 2.292 0.816

Lowest unoccupied orbital energy ... 0.69 eV
ΔE to the lowest compared entry with this formula, charge and spin ... 21.0 kcal/mol
Energy ... -37420.0260 eV
Structure (SMILES) ... Cc1cccc(N(CC(=O)NC2CCCC2)C(=O)CCC(=O)Nc2cc(C)on2)c1
HOMO ... -9.123 eV
Net charge ... 0


[2]
The following is a DFT calculation (ωB97M-V with the def2-TZVPD basis set) of 2 unconnected molecules or ions with the total composition C22H28N6O2.

Element x y z (Å)
O1 3.770 -3.793 -1.252
O2 3.305 -0.552 -5.557
N1 -1.382 3.185 2.721
N2 -0.582 1.210 6.141
N3 0.126 2.832 4.501
N4 2.557 -2.521 -2.581
N5 -3.364 2.023 2.468
N6 3.520 -2.728 -5.444
C1 2.261 -1.504 -3.605
C2 3.711 -2.818 -1.982
C3 -2.551 0.631 5.301
C4 -0.935 -0.222 -0.775
C5 -4.900 2.086 0.696
C6 -0.249 3.438 3.374
C7 -4.166 0.802 2.599
C8 -4.845 0.665 1.243
C9 4.956 -1.982 -2.204
C10 -0.519 0.497 0.357
C11 -0.048 -0.422 -1.845
C12 -1.692 0.398 6.345
C13 3.264 -4.108 -5.023
C14 0.787 1.012 0.419
C15 -0.728 1.951 4.991
C16 3.071 -1.575 -4.928
C17 1.680 0.803 -0.649
C18 -1.929 1.628 4.415
C19 2.206 -0.092 -2.975
C20 -3.625 2.738 1.210
C21 -2.218 2.284 3.225
C22 1.268 0.079 -1.787
H1 2.224 -4.233 -4.715
H2 3.460 -4.786 -5.855
H3 1.874 0.611 -3.739
H4 0.421 4.179 2.950
H5 -3.764 3.813 1.366
H6 -1.943 -0.609 -0.825
H7 -4.961 2.109 -0.396
H8 -5.840 0.216 1.325
H9 -1.202 0.660 1.178
H10 1.248 -1.722 -3.938
H11 -2.804 2.586 0.499
H12 1.791 -3.109 -2.293
H13 1.101 1.569 1.291
H14 0.234 1.277 6.742
H15 4.832 -1.015 -1.722
H16 3.923 -4.381 -4.197
H17 4.057 -2.605 -6.289
H18 3.211 0.211 -2.688
H19 -4.231 0.041 0.586
H20 2.678 1.214 -0.597
H21 -3.522 0.161 5.175
H22 -3.555 -0.083 2.807
H23 -5.771 2.608 1.107
H24 -4.912 0.922 3.392
H25 5.150 -1.854 -3.265
H26 -0.395 -0.945 -2.722
H27 5.802 -2.494 -1.749
H28 -1.858 -0.285 7.175

Lowest unoccupied orbital energy ... 0.61 eV
ΔE to the lowest compared entry with this formula, charge and spin ... 0.0 kcal/mol
Energy ... -36305.3117 eV
Structure (SMILES) ... CNC(=O)[C@H](Cc1ccccc1)NC(C)=O.c1nc(N2CCCC2)c2cc[nH]c2n1
HOMO ... -7.861 eV
Net charge ... 0


[3]
The following is a DFT calculation (ωB97M-V with the def2-TZVPD basis set) of a molecular structure, C22H28N8O3RuS4Si.

Element x y z (Å)
Ru1 0.249 0.480 -0.961
S1 -3.243 -1.997 -0.944
S2 -0.005 0.395 2.561
S3 -0.051 -1.485 -2.270
S4 -2.286 0.850 -0.491
Si1 2.538 0.994 -1.511
O1 -4.500 0.244 -1.533
O2 -0.920 1.454 2.221
O3 1.056 0.724 3.483
N1 -0.226 1.302 -2.727
N2 0.570 -0.192 1.151
N3 -0.530 0.650 -3.862
N4 -0.716 -1.396 -4.841
N5 1.746 -1.711 -0.027
N6 -3.339 -4.006 4.761
N7 0.351 2.550 -0.459
N8 1.704 -1.923 2.340
C1 2.473 -2.990 2.220
C2 -2.795 -2.447 2.983
C3 0.693 4.550 0.789
C4 3.524 -0.390 -2.368
C5 -1.466 -2.478 4.991
C6 -5.574 -0.574 -1.972
C7 1.365 -1.296 1.197
C8 -0.453 -0.660 -3.716
C9 -0.131 3.289 -1.491
C10 -0.678 -1.457 4.485
C11 -2.527 -2.987 4.241
C12 0.773 3.179 0.637
C13 -0.962 -0.928 3.240
C14 2.522 -2.775 -0.114
C15 2.936 -3.477 1.007
C16 -2.018 -1.418 2.485
C17 3.549 1.473 0.031
C18 -0.458 2.574 -2.696
C19 0.159 5.310 -0.241
C20 -3.394 -0.343 -1.007
C21 -0.247 4.674 -1.398
C22 2.768 2.451 -2.721
H1 2.422 3.412 -2.330
H2 1.035 4.995 1.713
H3 -3.607 -2.838 2.380
H4 0.172 -1.076 5.038
H5 3.524 2.553 0.208
H6 0.072 6.385 -0.147
H7 -6.314 0.118 -2.371
H8 2.910 -0.937 -3.087
H9 -1.252 -2.895 5.970
H10 4.374 0.053 -2.899
H11 -5.994 -1.146 -1.143
H12 -0.643 5.226 -2.240
H13 -1.215 -0.891 -5.556
H14 1.192 2.566 1.418
H15 4.597 1.191 -0.115
H16 -3.808 -4.549 4.053
H17 -1.037 -2.333 -4.666
H18 3.843 2.548 -2.911
H19 3.920 -1.100 -1.641
H20 2.796 -3.082 -1.119
H21 2.276 2.271 -3.681
H22 -0.877 3.073 -3.560
H23 -2.219 -1.010 1.500
H24 2.738 -3.490 3.149
H25 3.195 0.975 0.938
H26 -2.872 -4.603 5.426
H27 -5.248 -1.275 -2.739
H28 3.563 -4.355 0.940

Lowest unoccupied orbital energy (spin up / spin down) ... 2.21 / 1.97 eV
ΔE to the lowest compared entry with this formula, charge and spin ... 5.5 kcal/mol
⟨S²⟩ ... 0.76
Multiplicity ... 2
Energy ... -95136.2725 eV
HOMO (spin up / spin down) ... -4.473 / -4.384 eV
Net charge ... -1


[4]
The following is a DFT calculation (ωB97M-V with the def2-TZVPD basis set) of a molecular structure, C22H28O18Pd2.

Element x y z (Å)
Pd1 -6.483 -0.449 -0.407
Pd2 -1.582 -0.677 -5.476
O1 8.183 -2.755 -1.547
O2 -7.234 0.081 5.119
O3 -1.419 -0.357 -0.685
O4 -10.363 -5.036 -8.241
O5 -8.914 -5.243 -10.586
O6 5.672 7.880 -2.861
O7 1.310 9.009 3.158
O8 3.282 -7.840 6.193
O9 5.860 9.281 -1.106
O10 8.393 -1.728 0.541
O11 5.937 7.073 -0.881
O12 -5.518 -2.571 -8.843
O13 -7.054 -2.338 -6.351
O14 7.173 -3.660 0.200
O15 1.095 -7.934 6.487
O16 2.508 -9.306 7.664
O17 1.461 6.681 3.155
O18 -0.079 7.971 1.654
C1 0.400 9.971 2.685
C2 2.715 -7.064 5.220
C3 1.190 -7.185 5.267
C4 -7.157 -3.953 -9.738
C5 -0.816 -0.201 0.581
C6 -6.645 -3.152 -8.726
C7 2.355 -8.424 6.902
C8 -6.964 0.396 7.583
C9 0.945 7.775 2.727
C10 0.641 -0.616 0.603
C11 -8.597 -3.781 -7.182
C12 5.853 8.169 -1.508
C13 -7.475 -3.093 -7.395
C14 -9.229 -4.564 -8.264
C15 7.415 -3.774 -2.013
C16 7.959 -2.684 -0.164
C17 -8.388 -4.655 -9.614
C18 -6.318 0.475 6.112
C19 5.774 5.870 -1.598
C20 7.099 -4.575 -0.761
C21 5.834 6.447 -2.989
C22 -0.174 9.366 1.418
H1 -6.149 1.536 5.929
H2 0.360 9.635 0.507
H3 6.519 -3.349 -2.466
H4 -1.219 9.676 1.401
H5 1.155 -0.792 -0.342
H6 6.786 6.389 -3.516
H7 -7.925 0.896 7.698
H8 0.794 -1.622 0.993
H9 -0.763 0.880 0.710
H10 4.930 5.342 -1.153
H11 -9.013 -3.893 -6.192
H12 -1.436 -0.542 1.410
H13 4.918 6.072 -3.447
H14 -6.585 -3.841 -10.647
H15 -5.434 -0.156 6.020
H16 3.016 -7.492 4.263
H17 -6.328 0.925 8.293
H18 6.084 -4.966 -0.824
H19 0.727 -6.232 5.523
H20 -7.134 -0.669 7.744
H21 0.925 10.824 2.254
H22 6.669 5.250 -1.544
H23 0.816 -7.364 4.259
H24 7.746 -5.368 -0.387
H25 7.958 -4.382 -2.737
H26 2.944 -5.999 5.194
H27 1.237 -0.005 1.280
H28 -0.243 10.416 3.445

Lowest unoccupied orbital energy (spin up / spin down) ... -2.09 / -3.86 eV
ΔE to the lowest compared entry with this formula, charge and spin ... 136.8 kcal/mol
⟨S²⟩ ... 6.10
Multiplicity ... 5
Energy ... -67064.1990 eV
HOMO (spin up / spin down) ... -7.446 / -7.446 eV
Net charge ... 0